Below is a single C5H11NO molecule, with properties calculated with ωB97M-V/def2-TZVPD.

Element x y z (Å)
C -2.04 0.54 -0.71
C -1.41 -0.54 0.18
N 0.02 -0.34 0.35
C 0.43 0.42 1.52
C 0.82 -0.59 -0.73
C 2.29 -0.22 -0.63
O 0.37 -1.11 -1.74
H -3.13 0.44 -0.73
H -1.66 0.43 -1.73
H -1.80 1.54 -0.34
H -1.57 -1.53 -0.27
H -1.87 -0.55 1.18
H 0.02 -0.04 2.42
H 1.51 0.45 1.61
H 0.06 1.46 1.47
H 2.75 -0.46 -1.59
H 2.81 -0.77 0.16
H 2.42 0.85 -0.43

- Energy: -8901.349 eV
- Net charge: 0
- HOMO-LUMO gap: 10.065 eV
- Multiplicity: 1
- SMILES string: CCN(C)C(C)=O
- Energy above the lowest of the compared OMol25 structures with the same formula, charge and spin: 33.6 kJ/mol
- E_HOMO: -9.159 eV
- F_max: 0.37 eV/Å

For each atom in turn, the natural (NBO) charge in e is:
1 C -0.62
2 C -0.21
3 N -0.44
4 C -0.41
5 C 0.68
6 C -0.72
7 O -0.64
8 H 0.21
9 H 0.23
10 H 0.20
11 H 0.22
12 H 0.19
13 H 0.20
14 H 0.21
15 H 0.19
16 H 0.25
17 H 0.23
18 H 0.22